(1)
Computed, not measured: C22H45BNO7P2S as an isolated structure, with ωB97M-V/def2-TZVPD.

XYZ file:
```
79
Properties=species:S:1:pos:R:3:mulliken_charge:R:1
C 0.47 -1.47 4.05 -1.428
C 0.25 -0.47 3.19 -0.995
C 0.41 -0.45 1.66 2.888
C 1.01 -1.83 1.35 -2.988
C 1.40 -2.22 -0.09 0.456
C 1.41 -3.75 -0.27 -1.558
O 0.74 -4.13 -1.46 -0.282
C 1.61 -4.54 -2.50 -0.862
C 1.30 0.83 1.34 0.420
S 3.06 0.35 1.03 -0.317
P 1.72 2.02 2.76 0.694
O 2.25 1.34 3.97 -0.752
C 0.53 1.44 0.08 0.224
B 1.03 0.79 -1.30 -1.525
O 0.21 0.27 -2.30 -0.497
O 2.36 0.90 -1.57 -0.448
C 3.01 -0.03 -2.44 -0.988
P 0.94 3.30 -0.39 0.355
C 2.74 3.57 -0.18 -1.304
C 0.85 3.54 -2.23 -0.545
C -0.47 3.43 -2.98 -1.417
C -0.96 1.24 0.54 2.083
C -1.91 1.64 -0.61 -0.824
C -3.43 1.52 -0.38 -1.929
C -1.45 2.17 1.69 -2.800
O -1.25 3.54 1.45 -0.104
O -1.95 4.14 2.58 -0.485
N -1.06 -0.22 1.04 2.115
C -2.09 -0.44 2.10 0.155
C -2.71 -1.61 2.35 -1.571
C -1.50 -1.06 -0.14 -2.435
O -1.30 -2.42 0.09 0.083
C -2.30 -3.22 -0.55 -0.324
C -2.14 -3.29 -2.07 -1.192
H 1.02 -1.25 4.97 0.356
H 0.13 -2.49 3.88 0.266
H -0.01 0.47 3.67 0.330
H 0.28 -2.58 1.65 0.731
H 1.89 -2.00 1.96 0.665
H 0.71 -1.86 -0.86 -0.142
H 2.39 -1.86 -0.34 1.252
H 0.89 -4.25 0.55 0.405
H 2.44 -4.13 -0.29 0.530
H 1.06 -4.54 -3.44 0.285
H 2.00 -5.55 -2.31 0.302
H 2.46 -3.85 -2.59 0.344
H 3.24 -0.24 2.21 0.292
H 2.73 2.80 2.21 -0.040
H 0.65 2.91 2.98 0.118
H 0.30 0.74 -3.13 0.518
H 4.06 -0.05 -2.17 0.289
H 2.95 0.31 -3.48 0.274
H 2.61 -1.03 -2.35 0.381
H 3.06 4.21 -1.00 0.603
H 3.34 2.67 -0.22 0.336
H 2.89 4.13 0.74 0.419
H 1.66 3.04 -2.77 0.359
H 1.13 4.60 -2.29 0.624
H -0.31 3.72 -4.02 0.418
H -1.19 4.15 -2.57 0.362
H -0.95 2.45 -2.93 0.269
H -1.70 2.69 -0.81 1.132
H -1.69 1.12 -1.53 0.411
H -3.91 2.49 -0.30 0.361
H -3.68 0.98 0.54 0.376
H -3.90 0.96 -1.19 0.377
H -2.52 2.01 1.86 0.728
H -1.01 1.90 2.66 0.549
H -2.14 5.01 2.23 0.338
H -2.33 0.36 2.77 0.338
H -2.21 -2.57 2.29 0.257
H -3.75 -1.62 2.64 0.361
H -2.57 -0.88 -0.26 0.950
H -1.02 -0.75 -1.05 0.606
H -2.15 -4.22 -0.14 0.525
H -3.31 -2.91 -0.27 0.368
H -1.08 -3.22 -2.32 0.152
H -2.73 -2.52 -2.57 0.321
H -2.48 -4.27 -2.40 0.398
```

Its net charge is +1. The calculated total energy is -69442.5203 eV. The molar mass is 540.43 g/mol. Its spin multiplicity is 1. The value obtained for the highest occupied orbital energy is -10.95 eV.

=====

(2)
Computed, not measured: a 5-piece molecular cluster, C22H45F9N9O4S overall, with ωB97M-V/def2-TZVPD.

XYZ file:
```
90
Properties=species:S:1:pos:R:3:mulliken_charge:R:1
N 0.53 -1.68 7.03 -0.545
C 1.42 -1.04 6.40 -0.351
C 1.38 -1.05 4.89 0.340
N -0.01 -1.27 4.49 0.017
C -0.52 -0.95 3.33 -0.483
N 0.15 -0.31 2.33 0.555
C -0.80 -0.26 1.18 0.098
C -0.44 0.78 0.14 -1.189
C -0.20 2.21 0.68 1.034
C 1.29 2.63 0.64 -1.656
C 2.00 2.67 2.01 0.156
C 3.31 1.87 2.03 -0.801
N 3.78 1.51 3.37 -0.648
C -2.18 -0.34 1.86 -0.035
C -2.87 0.97 2.30 -0.750
C -2.33 1.57 3.60 -0.306
C -3.11 2.77 4.13 0.657
F -2.86 2.92 5.45 -0.297
F -4.44 2.53 4.01 -0.353
C -2.88 4.15 3.41 0.491
F -3.87 4.96 3.74 -0.272
F -2.93 3.93 2.09 -0.234
S -1.27 5.10 3.81 1.347
F -0.57 3.78 4.42 -0.333
F -0.64 4.72 2.40 -0.307
F -1.90 6.40 3.19 -0.306
F -1.84 5.45 5.24 -0.299
F 0.04 5.90 4.15 -0.289
N -1.80 -1.25 2.97 -0.323
H 0.65 -1.62 8.04 0.272
H 2.22 -0.46 6.87 0.434
H 1.75 -0.11 4.48 -0.318
H 2.00 -1.85 4.48 0.235
H -0.60 -1.69 5.20 0.413
H 0.55 0.58 2.61 -0.316
H -0.70 -1.24 0.70 0.450
H 0.48 0.44 -0.32 0.014
H -1.21 0.75 -0.64 0.490
H -0.79 2.93 0.10 0.619
H -0.57 2.30 1.71 -0.775
H 1.35 3.62 0.18 0.424
H 1.84 1.96 -0.02 0.663
H 1.35 2.29 2.80 -0.274
H 2.22 3.71 2.28 0.491
H 4.09 2.46 1.53 0.405
H 3.18 0.96 1.43 0.264
H 3.82 0.51 3.50 0.338
H 3.20 1.90 4.10 0.287
H -2.87 -0.85 1.18 0.478
H -2.75 1.67 1.47 0.141
H -3.94 0.78 2.39 0.626
H -1.28 1.84 3.50 -0.297
H -2.40 0.85 4.42 0.686
H -2.45 -1.39 3.73 0.415
O 2.08 -0.09 -1.70 -0.667
C 2.10 -0.87 -2.65 0.681
N 1.06 -0.99 -3.51 -0.166
C 3.30 -1.73 -2.94 -0.819
H 1.07 -1.63 -4.30 0.158
H 0.26 -0.41 -3.37 0.170
H 3.49 -2.36 -2.07 0.090
H 4.16 -1.09 -3.09 0.284
H 3.16 -2.36 -3.82 0.276
O 2.17 -2.60 2.39 -0.572
C 2.11 -3.56 1.63 0.761
N 0.94 -4.00 1.12 -0.338
C 3.34 -4.31 1.21 -1.218
H 0.88 -4.79 0.50 0.188
H 0.08 -3.54 1.39 0.190
H 3.83 -4.70 2.10 0.313
H 4.03 -3.62 0.73 0.271
H 3.13 -5.14 0.53 0.403
O 0.44 -2.15 -6.13 -0.731
C 0.54 -2.98 -7.03 0.706
N -0.41 -3.14 -7.96 -0.300
C 1.76 -3.86 -7.15 -0.875
H -0.33 -3.82 -8.69 0.175
H -1.23 -2.55 -7.94 0.168
H 1.87 -4.44 -6.24 0.232
H 2.64 -3.23 -7.26 0.237
H 1.71 -4.54 -8.00 0.334
O -2.40 -1.21 -9.06 -0.674
C -3.24 -0.38 -8.75 0.654
N -3.01 0.53 -7.78 -0.358
C -4.58 -0.30 -9.44 -0.899
H -3.68 1.23 -7.52 0.190
H -2.11 0.51 -7.32 0.226
H -5.09 -1.26 -9.31 0.242
H -4.42 -0.14 -10.50 0.258
H -5.22 0.49 -9.05 0.326
```

Its net charge is +1. The calculated total energy is -80433.9316 eV. The molar mass is 702.71 g/mol. Its spin multiplicity is 1. The value obtained for the highest occupied orbital energy is -11.21 eV.

=====

(3)
Computed, not measured: a 3-piece molecular cluster, C22H45N4O6PS overall, with ωB97M-V/def2-TZVPD.

XYZ file:
```
79
Properties=species:S:1:pos:R:3:mulliken_spin:R:1
N -2.29 -1.66 -2.62 0.000
C -1.91 -1.15 -1.52 0.023
C -0.57 -1.50 -0.94 0.002
C -0.63 -2.78 -0.10 -0.001
P 0.13 -4.16 -1.11 0.000
N 1.60 -3.88 -1.53 0.000
C -2.03 -3.15 0.41 0.011
O -1.76 -4.04 1.50 0.000
S -0.45 -3.58 2.28 0.001
O 0.40 -4.71 2.41 0.000
O -0.79 -2.78 3.40 0.000
O 0.10 -2.60 1.14 0.001
H -3.22 -1.34 -2.87 0.000
H -2.55 -0.47 -0.95 -0.016
H -0.22 -0.70 -0.29 0.002
H 0.16 -1.61 -1.74 -0.001
H -0.86 -4.28 -2.10 0.000
H -0.09 -5.27 -0.28 0.000
H 1.72 -3.80 -2.53 0.000
H -2.65 -3.66 -0.32 0.000
H -2.55 -2.27 0.80 -0.010
C -5.91 0.75 3.14 0.016
C -4.38 0.89 3.04 0.010
C -3.87 2.04 3.92 0.033
C -4.21 3.42 3.38 -0.020
C -3.74 3.59 1.94 0.033
C -4.27 2.49 1.01 0.000
N -3.93 1.16 1.63 0.411
O -2.73 0.80 1.41 0.516
C -5.77 2.65 0.76 0.012
C -3.57 2.56 -0.35 -0.005
C -3.76 -0.43 3.48 -0.018
H -6.42 1.69 3.33 0.001
H -6.32 0.31 2.23 -0.012
H -6.14 0.08 3.97 0.001
H -2.78 1.94 4.00 0.001
H -4.28 1.90 4.93 0.001
H -5.29 3.61 3.46 -0.001
H -3.73 4.18 4.00 0.002
H -4.06 4.56 1.54 0.000
H -2.65 3.57 1.91 0.002
H -6.16 1.79 0.20 -0.009
H -5.92 3.54 0.15 0.001
H -6.36 2.77 1.66 0.001
H -2.49 2.52 -0.25 0.002
H -3.84 3.50 -0.84 0.000
H -3.89 1.73 -0.98 0.001
H -4.08 -1.24 2.82 0.001
H -4.10 -0.65 4.49 0.000
H -2.67 -0.39 3.48 0.008
C 4.80 0.68 0.10 0.020
C 4.51 -0.46 -0.88 0.012
C 5.76 -1.31 -1.14 0.035
C 6.81 -0.61 -1.99 -0.021
C 6.22 -0.09 -3.30 0.034
C 4.99 0.80 -3.09 -0.012
N 4.03 0.06 -2.21 0.428
O 3.28 -0.76 -2.85 0.528
C 5.39 2.16 -2.50 0.023
C 4.31 1.07 -4.43 -0.003
C 3.40 -1.33 -0.30 -0.048
H 5.83 1.04 0.06 0.002
H 4.13 1.52 -0.06 -0.014
H 4.64 0.31 1.12 0.001
H 5.44 -2.23 -1.65 0.002
H 6.17 -1.61 -0.17 -0.001
H 7.28 0.21 -1.43 0.000
H 7.62 -1.31 -2.21 0.001
H 6.97 0.47 -3.86 0.001
H 5.92 -0.95 -3.92 0.003
H 4.51 2.74 -2.24 -0.012
H 5.95 2.71 -3.26 0.000
H 6.03 2.08 -1.62 0.001
H 4.06 0.15 -4.94 0.001
H 4.98 1.66 -5.05 0.001
H 3.39 1.64 -4.28 -0.003
H 2.48 -0.75 -0.18 0.007
H 3.71 -1.68 0.69 -0.002
H 3.18 -2.19 -0.92 0.013
```

The calculated total energy is -61908.3098 eV. The molar mass is 524.67 g/mol. Its spin multiplicity is 3. The value obtained for the highest occupied orbital energy (alpha / beta) is -7.79 / -8.91 eV.